Computed, not measured: C25H30F8IrO7PS2SbTe as an isolated structure, with ωB97M-V/def2-TZVPD.

Calculated values
Electronic energy: -110102.90245 eV
Multiplicity: 5
Charge: +1
Relative energy (zero: lowest compared OMol25 entry of this formula, charge and spin): 0.0 kcal per mole
Maximum force: 0.0738 hartree/bohr
E_LUMO (spin up / spin down): -3.177 / -7.318 eV
HOMO-LUMO gap (spin up / spin down): 7.90 / 3.84 eV

Last column: Mulliken spin population.
CARTESIAN COORDINATES (ANGSTROEM)
1 O 6.807 -20.249 1.117  -0.026
2 C 1.060 -17.386 -1.342  -0.002
3 C -1.491 -16.837 0.531  0.170
4 H 1.685 -16.897 -4.691  0.001
5 C -1.004 -21.742 -2.572  0.003
6 C 9.872 -19.682 4.190  0.000
7 H 9.020 -19.787 4.877  0.000
8 C 4.835 -15.840 -0.203  0.000
9 H 7.013 -23.028 3.111  0.000
10 C 8.811 -20.953 -2.763  0.001
11 F 1.156 -23.328 3.704  0.000
12 P 8.008 -21.139 1.015  0.003
13 H 7.667 -19.663 -1.349  -0.004
14 S 4.621 -17.234 0.980  0.012
15 C 1.498 -14.964 -1.817  0.005
16 O 5.587 -17.061 2.053  0.005
17 H 10.440 -18.783 4.438  0.000
18 F 2.487 -21.039 5.145  0.000
19 O 7.855 -22.721 1.136  0.000
20 C -0.049 -23.094 -0.815  0.002
21 C -0.782 -18.016 0.986  0.514
22 H 9.427 -19.354 -1.506  0.000
23 O 3.170 -17.269 1.271  0.009
24 O 9.043 -20.800 2.182  0.003
25 H -3.234 -15.559 0.719  0.000
26 S 3.193 -20.065 -1.344  0.790
27 H 7.927 -25.162 1.077  0.000
28 C -3.222 -17.145 2.140  0.193
29 C 1.777 -15.304 -3.191  0.001
30 C -0.650 -23.019 -2.069  -0.001
31 H 0.020 -24.108 -0.428  0.000
32 H 5.946 -23.373 1.712  0.002
33 C 0.322 -21.886 -0.100  0.000
34 H 8.429 -18.894 2.652  0.000
35 H -0.942 -23.887 -2.683  0.000
36 C 6.991 -23.427 2.101  -0.002
37 F 6.120 -15.416 -0.086  0.000
38 C -0.657 -20.624 -1.871  0.021
39 H 0.993 -18.630 -2.986  0.001
40 F 1.301 -21.085 2.815  0.015
41 Te 2.686 -22.295 3.728  0.000
42 H -1.539 -21.649 -3.540  0.001
43 F 4.592 -16.287 -1.431  0.003
44 F 4.011 -14.876 0.178  0.000
45 F 3.246 -23.200 5.339  0.000
46 H -4.196 -16.872 2.541  0.000
47 H -0.597 -19.294 2.747  0.007
48 H 1.990 -14.533 -3.919  0.000
49 H 1.077 -15.785 0.084  -0.003
50 H -1.060 -19.674 -2.224  0.002
51 H -1.029 -16.267 -0.276  0.076
52 C 1.534 -16.608 -3.615  0.001
53 H 6.744 -25.625 2.323  0.000
54 C 0.005 -20.686 -0.647  0.066
55 Sb 1.234 -18.977 0.038  0.241
56 C 7.485 -24.884 2.092  0.000
57 H -3.015 -18.894 3.347  0.006
58 H 1.416 -13.966 -1.449  0.000
59 O 5.137 -18.369 -0.074  0.001
60 C 9.342 -19.436 2.790  0.000
61 C 1.227 -17.596 -2.690  0.010
62 C -2.505 -18.223 2.602  0.285
63 H 10.115 -19.001 2.102  0.000
64 C 1.217 -16.021 -0.942  0.004
65 H 8.283 -20.378 -3.552  0.000
66 H 10.536 -20.534 4.204  0.000
67 H 8.308 -21.939 -2.717  0.000
68 F 4.581 -21.977 1.216  0.064
69 H 9.806 -21.081 -3.179  0.000
70 O 8.973 -20.933 -0.241  -0.001
71 C 8.669 -20.148 -1.443  0.005
72 H 8.254 -25.029 2.847  0.000
73 Ir 4.739 -20.302 0.292  1.581
74 C -2.644 -16.383 1.116  0.020
75 C -1.208 -18.585 2.143  -0.065
76 H 0.774 -21.977 0.851  -0.016